# 1
Entry from the Open Molecules 2025 dataset: C15H18N6O2OsS3 as an isolated structure (the ωB97M-V functional and the def2-TZVPD basis).

Computed properties:
**Highest occupied orbital energy (alpha / beta)**: -13.3 / -13.8 eV
**Gap between HOMO and LUMO (alpha / beta)**: 6.58 / 5.25 eV
**Lowest unoccupied orbital energy (alpha / beta)**: -6.737 / -8.550 eV

```
! wB97M-V def2-TZVPD RIJCOSX def2/J DEFGRID3
* xyz 2 5
Os -0.1592 -0.7661 -0.4403
C -4.3905 2.7816 -0.2352
S -3.2483 2.7172 1.1553
C -1.9341 1.7548 0.5795
S -1.9363 1.0592 -1.0047
N -0.9708 1.6000 1.4555
N 0.0267 0.8079 0.9434
C 1.2313 1.0643 1.3286
C 2.3096 0.3806 0.6241
C 3.6443 0.5783 0.9002
C 4.5900 -0.0725 0.1153
C 4.1685 -0.8995 -0.9110
C 2.8121 -1.0674 -1.1283
N 1.9009 -0.4253 -0.3897
H -5.2087 3.4058 0.1209
H -4.7727 1.7974 -0.4902
H -3.9367 3.2621 -1.0983
H 1.4112 1.8359 2.0688
H 3.9366 1.2363 1.7060
H 5.6449 0.0725 0.3040
H 4.8740 -1.4107 -1.5494
H 2.4333 -1.7118 -1.9098
N 2.1946 -4.6852 3.0139
C 0.9109 -4.3910 2.2859
C 1.0828 -3.0143 1.6272
O 2.1392 -2.4196 1.8422
O 0.0712 -2.6362 0.9699
H 2.7105 -5.4637 2.6053
H 2.0577 -4.8838 4.0044
H 2.7485 -3.8017 2.8909
H 0.0954 -4.3640 3.0053
H 0.7138 -5.1692 1.5544
C -4.6633 -4.8304 -1.5488
C -3.7221 -3.7609 -1.1135
C -3.9000 -3.0816 0.1002
C -3.0067 -2.0959 0.4457
N -2.0169 -1.8040 -0.4061
C -1.8941 -2.5265 -1.5144
S -0.4439 -1.9609 -2.3940
N -2.6841 -3.4819 -1.9210
H -5.6956 -4.5123 -1.4061
H -4.5115 -5.7226 -0.9375
H -4.4924 -5.0863 -2.5901
H -4.7322 -3.3164 0.7473
H -3.0784 -1.5085 1.3517
*
```

---

# 2
Entry from the Open Molecules 2025 dataset: a 2-piece molecular cluster, C15H18O overall (the ωB97M-V functional and the def2-TZVPD basis).

Computed properties:
**Energy above the lowest of the compared OMol25 structures with the same formula, charge and spin**: 0.311 eV
**Highest occupied orbital energy**: -8.3 eV
**Gap between HOMO and LUMO**: 9.04 eV
**Lowest unoccupied orbital energy**: 0.769 eV

```
! wB97M-V def2-TZVPD RIJCOSX def2/J DEFGRID3
* xyz 0 1
C 0.4972 -3.2816 -0.5652
C -0.6996 -2.3627 -0.2510
C -0.5442 -1.6947 1.0794
C -0.6540 -0.2959 1.1307
C -0.4042 0.4544 2.2570
C -0.1150 -0.2154 3.4512
O 0.1304 0.4548 4.6182
C 0.0074 -1.5899 3.4302
C -0.1205 -2.3103 2.2401
H 1.4233 -2.8813 -0.1503
H 0.5987 -3.4351 -1.6384
H 0.3696 -4.2830 -0.1425
H -0.7183 -1.5967 -1.0135
H -1.5959 -2.9860 -0.2945
H -1.0287 0.2112 0.2492
H -0.4898 1.5357 2.2390
H 0.0723 1.4094 4.4587
H 0.2466 -2.1105 4.3516
H 0.1339 -3.3654 2.3153
C -1.1641 3.3532 -0.9242
C -0.1720 2.4170 -1.5452
C -0.6926 1.5294 -2.4949
C 0.1188 0.6181 -3.1488
C 1.4258 0.4495 -2.7061
C 1.9508 1.3234 -1.7699
C 1.1548 2.3060 -1.1816
H -1.8838 2.7582 -0.3691
H -1.6770 3.9442 -1.6715
H -0.8146 4.0320 -0.1340
H -1.7244 1.6706 -2.7971
H -0.2688 0.0086 -3.9496
H 2.0293 -0.3843 -3.0338
H 3.0002 1.2896 -1.5091
H 1.6084 3.0275 -0.5302
*
```

---

# 3
Entry from the Open Molecules 2025 dataset: a 2-piece molecular cluster, C15H18O overall (the ωB97M-V functional and the def2-TZVPD basis).

Computed properties:
**Energy above the lowest of the compared OMol25 structures with the same formula, charge and spin**: 2.528 eV
**Highest occupied orbital energy**: -8.1 eV
**Gap between HOMO and LUMO**: 8.96 eV
**Lowest unoccupied orbital energy**: 0.843 eV

```
! wB97M-V def2-TZVPD RIJCOSX def2/J DEFGRID3
* xyz 0 1
C 1.4455 -1.8517 -1.7120
C 0.2712 -0.8661 -1.1960
C -0.5265 -1.8507 -0.2992
C -1.5390 -2.6469 -0.8063
C -2.3091 -3.4313 0.0592
C -2.2014 -3.1207 1.4093
O -3.0672 -3.7112 2.2551
C -1.2746 -2.2450 1.9953
C -0.4985 -1.5242 1.0842
H 1.0296 -2.8223 -1.7882
H 2.2422 -1.9828 -0.9969
H 1.9470 -1.6460 -2.6476
H 0.7148 -0.0687 -0.5859
H -0.2913 -0.2532 -1.8296
H -1.7522 -2.6643 -1.8858
H -3.2339 -3.8753 -0.3466
H -3.7030 -4.2504 1.7781
H -1.2189 -2.0831 3.0457
H 0.0352 -0.6247 1.3862
C 2.9891 3.2644 0.5370
C 1.5953 3.0110 0.2360
C 1.1421 2.8214 -1.0663
C -0.1293 2.5618 -1.4279
C -1.0388 2.2328 -0.3949
C -0.6501 2.1997 0.9658
C 0.6654 2.6854 1.2092
H 3.0443 3.5011 1.7097
H 3.4803 4.1784 -0.0518
H 3.6934 2.6272 0.3280
H 1.8863 2.9582 -1.8108
H -0.2984 2.4756 -2.4350
H -2.0937 2.1250 -0.6559
H -1.3799 2.1958 1.7450
H 1.0242 2.6810 2.1928
*
```

---

# 4
Entry from the Open Molecules 2025 dataset: a 2-piece molecular cluster, C15H18O2 overall (the ωB97M-V functional and the def2-TZVPD basis).

Computed properties:
**Energy above the lowest of the compared OMol25 structures with the same formula, charge and spin**: 1.917 eV
**Highest occupied orbital energy**: -8.4 eV
**Gap between HOMO and LUMO**: 9.20 eV
**Lowest unoccupied orbital energy**: 0.776 eV

```
! wB97M-V def2-TZVPD RIJCOSX def2/J DEFGRID3
* xyz 0 1
C 2.4426 3.2674 -0.9349
C 3.0766 2.7172 0.3519
C 2.4320 1.4804 0.9176
C 1.5712 1.5669 2.0396
C 1.1796 0.4040 2.6435
C 1.6182 -0.8401 2.1558
O 1.2840 -1.9846 2.8417
C 2.3991 -0.9482 1.0375
C 2.8896 0.2807 0.4918
H 3.1080 3.4515 -1.7785
H 1.8822 4.1880 -0.9026
H 1.7837 2.4993 -1.3109
H 4.1585 2.5408 0.2324
H 3.2065 3.4676 1.1407
H 1.0694 2.5070 2.2316
H 0.3887 0.5443 3.3808
H 1.2012 -1.8838 3.8062
H 2.5190 -1.9560 0.6590
H 3.6041 0.1084 -0.3120
C -4.6143 -1.6281 0.2910
C -3.3583 -1.4930 -0.5734
C -2.1498 -1.1744 0.0158
C -1.0383 -0.9522 -0.8122
C -1.2549 -0.9714 -2.1946
O -0.1428 -0.6245 -2.9348
C -2.3980 -1.4603 -2.7996
C -3.5003 -1.6406 -1.9670
H -4.4864 -1.4185 1.3378
H -5.0848 -2.5585 -0.0277
H -5.1764 -0.7353 -0.0548
H -2.1595 -1.0014 1.0853
H -0.0296 -0.9275 -0.4215
H 0.3618 -1.2843 -3.4467
H -2.3820 -1.3903 -3.8823
H -4.4006 -2.1506 -2.3064
*
```

---

# 5
Entry from the Open Molecules 2025 dataset: C15H19BaN4O6P as an isolated structure (the ωB97M-V functional and the def2-TZVPD basis).

Computed properties:
**Energy above the lowest of the compared OMol25 structures with the same formula, charge and spin**: 0.087 eV
**Highest occupied orbital energy**: -6.1 eV
**Gap between HOMO and LUMO**: 4.97 eV
**Lowest unoccupied orbital energy**: -1.130 eV

```
! wB97M-V def2-TZVPD RIJCOSX def2/J DEFGRID3
* xyz 0 1
Ba -0.6616 -0.4604 -0.2922
N -0.1191 -5.2347 -1.0747
C -0.0917 -5.5149 0.2886
C 0.2599 -4.3426 0.9000
N 0.4956 -3.3286 -0.0311
C 0.1462 -3.9151 -1.2293
C 0.2554 -3.2068 -2.5189
N 0.4065 -1.8947 -2.6095
C 0.3019 -1.6645 -3.9588
C 0.2453 -2.7894 -4.7051
N 0.2545 -3.8302 -3.7540
H -0.3675 -5.8560 -1.8266
H -0.4416 -6.4409 0.7782
H 0.3513 -4.1271 1.9839
H 0.2660 -0.6724 -4.3956
H 0.0851 -2.8945 -5.7862
H 0.4736 -4.8110 -3.8857
O 4.0561 2.6727 3.1782
C 3.5080 1.9079 2.4434
C 3.4563 1.6940 0.8973
O 4.2760 1.8112 -0.0109
C 2.0516 1.1731 0.6545
C 1.4485 0.6804 1.8520
O 0.3173 0.0657 1.9386
C 2.3841 0.9346 2.9632
O 2.3205 0.6527 4.1660
O 1.5602 1.0704 -0.5190
C -0.9090 0.9243 5.3023
O 0.2610 1.1286 6.1225
H -0.8078 0.2482 4.4490
H -1.3972 1.8670 4.9329
H -1.7021 0.4382 6.0013
H 0.9532 1.5254 5.4828
C -2.4935 4.1827 -0.2076
P -1.5762 2.7059 -0.7292
C -0.2310 3.5046 -1.7852
C -2.7323 2.0250 -1.9502
H -2.2577 4.9846 -0.9114
H -2.2181 4.5521 0.8275
H -3.5283 3.8139 -0.2568
H -0.1635 4.5788 -1.9722
H -0.1746 2.9271 -2.7126
H 0.7924 3.2509 -1.3389
H -3.8000 2.0142 -1.5555
H -2.5232 0.9861 -2.2807
H -2.7304 2.6636 -2.8644
*
```

---

# 6
Entry from the Open Molecules 2025 dataset: C15H19Br33I as an isolated structure (the ωB97M-V functional and the def2-TZVPD basis).

Computed properties:
**Highest occupied orbital energy**: -1.5 eV
**Gap between HOMO and LUMO**: 2.30 eV
**Lowest unoccupied orbital energy**: 0.823 eV

```
! wB97M-V def2-TZVPD RIJCOSX def2/J DEFGRID3
* xyz -1 1
C -5.2226 -2.9683 -5.4945
C -3.7267 -2.8266 -5.0346
C -3.4730 -3.5566 -3.7026
C -4.2156 -2.9703 -2.4796
I -4.1182 -0.7909 -2.3558
H -5.3662 -4.0383 -5.7814
H -5.2967 -2.3657 -6.4294
H -3.0961 -3.3544 -5.7953
H -3.3786 -1.7834 -5.0412
H -3.7305 -4.6231 -3.7687
H -2.3853 -3.5034 -3.4819
H -3.6758 -3.3144 -1.5809
H -5.2403 -3.3299 -2.3704
C -1.3838 1.0452 1.0175
Br -2.4839 -0.0944 2.1264
Br -0.5263 0.0559 -0.3987
Br -2.3757 2.5595 0.3350
H -0.5979 1.4393 1.6496
C -0.8146 -2.4743 1.2300
Br -0.8849 -2.9252 3.1132
Br 0.8577 -3.0199 0.4223
Br -2.3331 -3.1789 0.2654
H -0.8666 -1.3945 1.1593
C -0.0237 3.7969 -1.2118
Br -0.8472 5.5475 -1.2097
Br 0.3808 3.2030 -3.0072
Br 1.5262 3.7236 -0.0587
H -0.7529 3.1057 -0.8055
C 3.2401 -0.0479 0.3184
Br 5.1473 -0.1200 0.6308
Br 2.3262 1.0426 1.6262
Br 2.7774 0.5161 -1.4691
H 2.8710 -1.0595 0.4391
C 1.1683 7.4911 1.7628
Br 2.1178 6.2369 2.8882
Br 1.0387 9.2342 2.5926
Br 1.9399 7.5981 -0.0052
H 0.1590 7.1167 1.6471
C 4.6566 -1.1925 4.4929
Br 4.6412 -1.5785 6.3901
Br 6.3087 -1.7443 3.6542
Br 3.1136 -1.9003 3.5722
H 4.5968 -0.1170 4.3869
C -2.4259 2.3978 5.7762
Br -3.7505 0.9974 5.6262
Br -0.8701 2.0391 4.6844
Br -3.1774 4.1382 5.3952
H -2.0939 2.4120 6.8051
C 8.5593 -1.6596 6.9119
Br 9.0486 -2.8764 8.3333
Br 8.7295 0.1872 7.4583
Br 9.5467 -2.0190 5.2906
H 7.5130 -1.8309 6.6905
C -0.6978 -1.1960 -4.4216
Br -1.4931 0.5608 -4.4691
Br -0.3215 -1.8872 -6.1880
Br 0.8843 -1.2010 -3.2993
H -1.4300 -1.8540 -3.9687
C -4.4574 5.8631 -3.2195
Br -5.0198 6.2138 -1.4014
Br -3.5386 4.1710 -3.3673
Br -5.9333 5.9888 -4.4626
H -3.7489 6.6353 -3.4869
C 2.5940 -6.2103 -1.7693
Br 3.7337 -4.6955 -1.3748
Br 1.1033 -6.3112 -0.5439
Br 2.0065 -6.2010 -3.6108
H 3.1880 -7.1023 -1.6266
*
```

---

Calculated E, -2346.0709, -657.6056, -657.5242, -732.7959, -1620.2797, -85822.8957 Eh (same order as the records).